[1]
51
Properties=species:S:1:pos:R:3:forces:R:3 method="wB97M-V/def2-TZVPD" orbital_gap_ev=8.4 smiles="CCN(CC)S(=O)(=O)c1ccc(NC(=O)CSc2ncnc3ccccc23)cc1" relative_energy_kj_mol=82.63 total_energy_ev=-54871.07425 multiplicity=1 total_charge=0 e_homo_ev=-8.78 lumo_energy_ev=-0.393 fmax_ha_per_bohr=0.0217
C 3.0118 -5.0433 -2.1875 -0.2 0.2 -0.1
C 2.5348 -3.6060 -2.3610 -0.2 -0.6 0.0
N 3.3869 -2.6868 -1.6343 -0.1 0.1 1.1
C 4.0903 -1.6602 -2.3626 0.4 0.4 -0.2
C 5.2399 -2.2370 -3.1831 -0.3 0.1 0.2
S 2.9022 -2.3434 -0.0843 0.0 0.2 -0.2
O 3.9004 -1.4979 0.5029 -0.1 0.2 -0.2
O 2.5768 -3.5818 0.5569 -0.3 -0.1 -0.2
C 1.3927 -1.3962 -0.2843 0.6 -0.5 0.2
C 0.1628 -2.0175 -0.1758 0.1 0.0 0.0
C -0.9992 -1.2996 -0.3928 -0.1 0.0 0.0
C -0.9222 0.0551 -0.7123 0.1 -0.3 0.0
N -2.0512 0.8390 -0.9327 0.3 0.3 -0.3
C -3.3648 0.4884 -0.7985 -0.2 0.2 -0.5
O -3.7870 -0.6360 -0.6952 0.0 -0.3 -0.1
C -4.3187 1.6695 -0.9631 -0.1 0.2 0.4
S -3.7536 3.2079 -0.1824 -0.1 0.2 -0.3
C -3.3204 2.5677 1.3929 -0.1 -0.4 0.0
N -3.3949 1.2693 1.5298 -0.3 0.6 -0.1
C -3.0456 0.7461 2.7121 0.1 -0.1 0.4
N -2.6324 1.4020 3.7515 0.1 -0.4 0.5
C -2.5459 2.7474 3.6460 -0.2 0.4 -0.6
C -2.1059 3.5104 4.7436 0.0 0.2 0.0
C -2.0190 4.8725 4.6380 0.0 -0.3 0.2
C -2.3632 5.5294 3.4463 -0.1 0.1 -0.4
C -2.7938 4.8171 2.3594 0.0 0.2 0.1
C -2.8916 3.4194 2.4400 0.1 -0.4 0.5
C 0.3261 0.6754 -0.8044 0.0 -0.1 0.0
C 1.4807 -0.0521 -0.5958 0.0 0.2 0.0
H 3.0059 -5.2905 -1.1302 0.0 -0.1 0.0
H 4.0236 -5.1546 -2.5673 0.1 0.0 -0.1
H 2.3531 -5.7240 -2.7212 0.0 -0.1 -0.1
H 2.5332 -3.3253 -3.4179 0.0 0.1 0.1
H 1.5090 -3.5149 -1.9862 0.0 0.0 -0.2
H 4.4892 -0.9840 -1.6057 0.0 0.1 -0.2
H 3.4027 -1.1010 -3.0165 0.0 0.0 0.1
H 5.7933 -1.4309 -3.6578 0.1 0.1 -0.1
H 4.8695 -2.9064 -3.9554 0.0 -0.1 -0.1
H 5.9103 -2.7911 -2.5329 0.1 -0.1 0.0
H 0.1299 -3.0599 0.0995 -0.1 -0.1 0.0
H -1.9638 -1.7716 -0.3104 0.0 0.0 0.0
H -1.8620 1.8260 -1.0636 -0.1 -0.2 0.1
H -4.4404 1.9052 -2.0217 0.0 0.0 0.0
H -5.2846 1.3952 -0.5401 0.1 -0.1 -0.1
H -3.1208 -0.3303 2.7825 0.0 -0.1 0.1
H -1.8466 2.9892 5.6509 0.0 -0.1 0.1
H -1.6822 5.4576 5.4809 0.0 0.0 0.1
H -2.2867 6.6049 3.3929 0.0 0.1 0.0
H -3.0653 5.3049 1.4340 0.0 0.2 0.0
H 0.3845 1.7298 -1.0356 0.0 0.1 0.0
H 2.4520 0.4128 -0.6477 0.1 0.2 0.0

=====

[2]
53
Properties=species:S:1:pos:R:3:forces:R:3 method="wB97M-V/def2-TZVPD" orbital_gap_ev=8.6 smiles="Cc1ccc(NC(=O)CSc2nnc(-c3cccs3)o2)cc1S(=O)(=O)N1CCCCC1" relative_energy_kj_mol=14.74 total_energy_ev=-67752.85634 multiplicity=1 total_charge=0 e_homo_ev=-8.51 lumo_energy_ev=0.110 fmax_ha_per_bohr=0.0343
C 1.4798 2.3179 -2.5740 0.1 0.1 -0.1
C 0.2748 1.4824 -2.3020 0.0 0.1 -0.2
C -0.9513 1.7341 -2.9109 0.2 -0.1 0.2
C -2.0661 0.9676 -2.6279 0.0 -0.2 0.1
C -1.9769 -0.0929 -1.7307 0.3 0.2 -0.1
N -3.1405 -0.7941 -1.3922 -0.2 0.1 -0.5
C -3.2404 -1.8513 -0.5364 -0.4 -0.2 -0.1
O -2.3388 -2.5948 -0.2400 0.2 -0.1 0.1
C -4.6322 -1.9950 0.0699 0.0 0.2 0.3
S -5.1814 -0.3613 0.6977 -0.2 -0.1 0.1
C -3.6499 0.1320 1.3677 -0.3 -0.2 0.2
N -2.9332 -0.4796 2.2502 -1.4 -0.5 -0.2
N -1.8061 0.2291 2.3951 1.4 1.0 -0.1
C -1.8810 1.2543 1.5927 -0.4 -0.8 0.4
C -0.9108 2.2728 1.3861 0.5 0.7 -0.2
C -0.8938 3.2084 0.3782 -0.2 -0.5 0.4
C 0.2239 4.0494 0.4555 0.3 0.2 0.2
C 1.0302 3.7492 1.5141 -0.2 -0.2 0.1
S 0.4531 2.4332 2.4318 -0.4 0.4 -0.2
O -3.0489 1.2520 0.8977 0.3 0.1 0.1
C -0.7551 -0.3653 -1.1243 -0.2 -0.2 0.1
C 0.3400 0.4190 -1.4094 0.2 -0.2 0.2
S 1.8776 0.0883 -0.5350 -0.4 0.0 0.0
O 2.1082 1.2072 0.3411 0.0 -0.4 0.0
O 2.8905 -0.2101 -1.5114 -0.2 -0.3 0.0
N 1.4923 -1.2485 0.3626 0.3 0.9 -0.6
C 1.6057 -1.1729 1.8028 0.2 0.5 0.6
C 3.0192 -1.5208 2.2654 -0.2 -0.2 0.0
C 3.4144 -2.8967 1.7327 0.2 0.2 -0.1
C 3.2895 -2.9187 0.2107 -0.2 -0.1 0.1
C 1.8712 -2.5270 -0.2009 0.3 -0.4 -0.5
H 1.8648 2.7189 -1.6378 0.1 0.1 0.0
H 1.2477 3.1326 -3.2554 0.0 0.1 0.0
H 2.2679 1.6994 -3.0002 0.1 0.1 -0.1
H -1.0369 2.5542 -3.6085 0.0 0.1 -0.1
H -3.0134 1.1973 -3.0946 -0.1 0.0 -0.1
H -4.0038 -0.3295 -1.6474 0.2 -0.1 0.2
H -5.3759 -2.3042 -0.6638 0.0 0.0 0.0
H -4.5954 -2.7075 0.8925 0.1 0.0 -0.2
H -1.6529 3.2665 -0.3810 -0.1 0.0 -0.1
H 0.4236 4.8434 -0.2410 0.1 0.1 -0.1
H 1.9450 4.2291 1.7985 0.2 0.1 0.0
H -0.6579 -1.1732 -0.4195 -0.1 0.0 0.0
H 1.3410 -0.1578 2.0952 -0.1 -0.2 0.2
H 0.8734 -1.8638 2.2327 0.0 0.1 0.0
H 3.0622 -1.5025 3.3552 0.0 0.1 0.0
H 3.7048 -0.7643 1.8773 0.1 0.1 0.1
H 4.4380 -3.1350 2.0279 0.0 -0.1 0.0
H 2.7533 -3.6538 2.1623 0.0 -0.1 0.1
H 3.5232 -3.9103 -0.1800 0.0 0.0 -0.1
H 3.9824 -2.1991 -0.2292 0.0 0.0 0.0
H 1.7986 -2.4360 -1.2852 -0.1 -0.3 0.0
H 1.1466 -3.2722 0.1447 0.0 0.1 -0.1

=====

[3]
52
Properties=species:S:1:pos:R:3:forces:R:3 method="wB97M-V/def2-TZVPD" orbital_gap_ev="8.1 / 8.1" total_energy_ev=-39095.82065 multiplicity=1 total_charge=+1 e_homo_ev="-11.04 / -11.04" lumo_energy_ev="-2.959 / -2.958" fmax_ha_per_bohr=0.0245
Pd 0.0997 0.3165 -0.0467 0.7 -0.1 0.6
C 0.4125 -2.8790 0.3247 0.1 -0.1 0.2
N 1.3035 -1.6988 0.2377 -0.5 0.2 -0.3
C 2.3198 -1.7839 -0.8224 0.2 -0.1 0.2
C 1.9980 -0.8984 -1.9734 0.0 -0.1 0.0
N 1.0826 0.0234 -1.9337 -0.6 0.9 -0.6
C 1.1254 0.6711 -3.1859 -0.1 -0.1 0.3
C 0.3633 1.7173 -3.6989 0.0 0.0 -0.1
C 0.6503 2.1310 -4.9844 0.1 -0.1 0.0
C 1.6639 1.5254 -5.7480 -0.1 0.1 0.0
C 2.4192 0.4845 -5.2492 0.0 0.0 0.0
C 2.1196 0.0770 -3.9546 0.2 -0.2 0.0
N 2.6605 -0.9227 -3.1489 0.0 0.0 -0.2
C -0.8913 -2.6488 -0.3690 0.3 -0.3 0.0
N -1.3193 -1.4572 -0.5804 -1.1 0.4 -0.5
C -2.5701 -1.5961 -1.1902 0.2 0.1 0.1
C -3.4544 -0.6251 -1.6537 0.0 0.0 0.0
C -4.6256 -1.0658 -2.2338 0.0 -0.1 0.0
C -4.9134 -2.4382 -2.3552 0.0 0.1 0.0
C -4.0384 -3.4083 -1.9078 0.0 0.0 0.0
C -2.8602 -2.9513 -1.3257 0.1 -0.2 0.0
N -1.7528 -3.6134 -0.7923 -0.1 0.0 0.0
H 0.8953 -3.7724 -0.0785 0.1 0.0 0.0
H 0.2085 -3.0722 1.3789 0.0 0.0 0.0
H 1.7395 -1.5479 1.1353 0.1 -0.1 0.0
H 3.2893 -1.4730 -0.4278 0.0 0.0 0.1
H 2.4361 -2.8152 -1.1638 0.0 0.0 0.0
H -0.4082 2.1804 -3.1047 0.0 0.0 0.0
H 0.0824 2.9433 -5.4185 0.0 0.0 0.0
H 1.8568 1.8832 -6.7506 0.0 0.0 0.0
H 3.1979 0.0163 -5.8371 0.0 0.0 0.0
H 3.4111 -1.5455 -3.3917 0.0 0.0 0.0
H -3.2189 0.4283 -1.5640 0.0 0.0 0.0
H -5.3398 -0.3449 -2.6093 0.0 0.0 0.0
H -5.8452 -2.7411 -2.8139 0.0 0.0 0.0
H -4.2631 -4.4618 -2.0097 0.0 0.0 0.0
H -1.6283 -4.6073 -0.7115 0.0 0.0 0.0
C -0.9860 2.2112 3.6117 0.1 0.0 0.0
C -0.6485 1.8252 2.2117 -0.1 0.5 0.0
N -0.0823 0.7123 1.8842 -0.2 -0.2 0.0
O 0.1465 -0.2193 2.8947 0.1 -0.2 0.0
C -0.9397 2.6884 1.1017 -0.3 -0.1 0.1
C -1.4005 4.1025 1.2103 -0.2 0.0 0.0
N -0.7888 2.1033 -0.0742 1.0 -0.2 -0.4
O -1.0917 2.6304 -1.1494 -0.2 0.0 0.1
H -1.1470 1.3291 4.2236 0.0 0.0 0.0
H -1.8743 2.8385 3.6220 0.0 0.0 0.0
H -0.1673 2.7896 4.0473 0.0 0.0 0.0
H 1.0226 -0.0014 3.2417 0.0 0.0 0.1
H -0.9401 4.5910 2.0688 0.0 0.0 0.0
H -2.4863 4.1781 1.3137 0.0 0.0 0.0
H -1.1216 4.6369 0.3050 0.0 0.0 0.0

=====

[4]
47
Properties=species:S:1:pos:R:3:forces:R:3 method="wB97M-V/def2-TZVPD" orbital_gap_ev=9.9 smiles="CCCOC(=O)[C@@H]1[C@@H](C(=O)OCC(=O)c2ccccc2)[C@@H]2C=C[C@H]1C2" relative_energy_kj_mol=0.97 total_energy_ev=-31334.56550 multiplicity=1 total_charge=0 e_homo_ev=-9.48 lumo_energy_ev=0.400 fmax_ha_per_bohr=0.0123
C -1.4631 -3.8969 -0.2377 -0.2 0.0 -0.1
C -2.9442 -3.7265 -0.5515 0.1 0.4 0.2
C -3.5440 -2.5141 0.1569 -0.2 -0.6 0.2
O -3.0491 -1.2964 -0.4038 -0.2 0.0 -0.4
C -2.1629 -0.5914 0.3000 0.4 0.4 0.1
O -1.7410 -0.9064 1.3819 0.0 -0.1 0.0
C -1.7903 0.6714 -0.4459 0.0 -0.3 0.0
C -0.7311 1.5076 0.2877 0.3 -0.2 0.1
C 0.5217 1.6957 -0.5262 -0.4 -0.2 -0.1
O 0.5794 1.7147 -1.7301 0.1 0.0 -0.1
O 1.5769 1.8673 0.2740 0.3 0.0 0.4
C 2.8548 2.0649 -0.3181 0.4 0.3 -0.4
C 3.8125 0.9354 0.0651 -0.3 0.4 0.0
O 4.9444 1.1765 0.4079 0.0 0.0 0.0
C 3.2521 -0.4323 0.0160 0.1 -0.6 0.1
C 3.6322 -1.3359 1.0078 0.0 0.2 -0.1
C 3.1182 -2.6181 1.0164 0.0 -0.1 0.0
C 2.2422 -3.0201 0.0209 0.0 0.0 0.0
C 1.8875 -2.1373 -0.9862 0.0 -0.1 -0.1
C 2.3805 -0.8457 -0.9896 0.2 0.1 0.1
C -1.4542 2.8784 0.4821 0.1 0.2 0.0
C -2.5512 2.5984 1.4759 0.0 0.2 0.0
C -3.4716 1.8693 0.8588 -0.2 0.2 0.0
C -3.0002 1.6475 -0.5560 -0.1 0.0 -0.2
C -2.2590 2.9616 -0.8183 0.0 0.1 -0.1
H -1.3138 -4.0392 0.8301 0.1 0.0 0.1
H -1.0617 -4.7590 -0.7650 0.1 -0.1 0.0
H -0.9040 -3.0146 -0.5404 0.1 0.0 0.0
H -3.0852 -3.6063 -1.6274 -0.1 -0.1 0.0
H -3.4966 -4.6114 -0.2312 -0.1 0.0 0.0
H -4.6284 -2.4877 0.0197 0.1 0.0 0.0
H -3.3037 -2.5339 1.2246 -0.1 0.0 -0.2
H -1.4519 0.4036 -1.4498 0.0 0.0 0.1
H -0.4621 1.0671 1.2499 0.0 0.0 -0.1
H 3.2596 3.0126 0.0480 0.0 -0.2 0.0
H 2.7494 2.1101 -1.4102 0.1 0.0 0.2
H 4.3205 -1.0081 1.7722 0.1 0.0 0.1
H 3.4039 -3.3076 1.7966 0.0 -0.1 0.1
H 1.8414 -4.0226 0.0250 0.0 -0.1 0.0
H 1.2259 -2.4567 -1.7780 -0.1 0.0 -0.1
H 2.1091 -0.1763 -1.7914 -0.1 0.1 0.0
H -0.7831 3.6994 0.7202 0.0 0.0 0.0
H -2.5159 2.8960 2.5069 0.0 0.0 0.3
H -4.3672 1.4414 1.2694 -0.1 -0.1 0.2
H -3.7503 1.3305 -1.2744 0.0 0.0 0.0
H -1.6400 2.9401 -1.7127 0.0 0.0 -0.1
H -2.9255 3.8222 -0.8445 0.0 0.0 0.0